A structure of composition C24H26N5O8Zr. Source: OMol25; level of theory: ωB97M-V with the def2-TZVPD basis set.

Each line ends with the Mulliken charge.
Geometry (Å):
Zr1 -0.191430 -0.108118 0.086990  0.166
O1 1.334975 0.269556 2.042392  -0.154
C1 0.874804 0.188336 3.401937  -0.274
C2 1.063480 -1.229753 3.926519  -1.495
N1 0.591606 -2.306377 3.111486  0.662
C3 -0.808330 -2.624422 3.057888  -1.221
C4 -1.624134 -1.902630 1.970110  0.793
O2 -2.461399 -2.506439 1.331865  -0.704
O3 -1.315615 -0.637366 1.854554  -0.369
C5 1.503412 -3.054932 2.296723  -0.958
C6 1.498817 -2.833026 0.775138  0.580
O4 2.332714 -3.422307 0.106576  -0.755
O5 0.593214 -2.043992 0.306596  -0.563
H1 1.524519 1.204812 1.866623  0.446
H2 1.478167 0.871559 4.009905  0.603
H3 -0.168997 0.492330 3.439306  0.144
H4 2.129632 -1.391188 4.115276  0.355
H5 0.560920 -1.261961 4.906082  0.401
H6 -0.936120 -3.697947 2.892300  0.320
H7 -1.270518 -2.378286 4.023499  0.342
H8 2.524217 -2.855320 2.628716  0.215
H9 1.343835 -4.134400 2.428430  0.389
C7 -4.422315 1.251472 0.038938  -1.025
C8 -4.913550 0.879916 -1.259182  -0.525
C9 -4.053311 0.343767 -2.150284  -1.103
C10 -2.666354 0.182936 -1.815814  0.563
N2 -2.208291 0.488172 -0.538935  0.930
C11 -3.124411 1.011813 0.339903  -0.482
C12 -1.698573 -0.327648 -2.646430  0.498
C13 -1.893174 -0.828199 -3.958534  -0.894
C14 -0.861597 -1.313556 -4.692331  -1.230
C15 0.451132 -1.241716 -4.127306  -0.645
C16 0.627780 -0.775417 -2.867074  0.525
N3 -0.422631 -0.417328 -2.030377  0.851
C17 1.945452 -0.621445 -2.255078  0.181
C18 3.143294 -0.930663 -2.910307  -0.515
C19 4.339943 -0.772410 -2.257959  -0.941
C20 4.333346 -0.311352 -0.943748  -0.977
C21 3.120005 -0.029903 -0.364252  -0.466
N4 1.945124 -0.156053 -0.998327  0.891
H10 -5.077893 1.662959 0.794097  0.383
H11 -5.959163 1.007730 -1.510949  0.405
H12 -4.395375 0.041011 -3.130595  0.321
H13 -2.743072 1.210733 1.330446  0.496
H14 -2.892590 -0.823063 -4.375783  0.324
H15 -1.016155 -1.707749 -5.687209  0.408
H16 1.306041 -1.534464 -4.719884  0.374
H17 3.117203 -1.300919 -3.923438  0.401
H18 5.269123 -1.015141 -2.757798  0.405
H19 5.243600 -0.183987 -0.375659  0.455
H20 3.073922 0.300282 0.662652  0.464
C22 -1.042436 3.506032 1.858360  -1.086
O6 -0.496497 2.267720 1.427977  0.249
C23 0.249794 2.228227 0.221818  1.075
C24 -0.337812 3.122218 -0.855148  -1.985
H21 -1.861680 3.828914 1.212352  0.302
H22 -0.275074 4.283688 1.890593  0.341
H23 -1.429752 3.341233 2.863106  0.239
H24 -0.137863 4.187965 -0.685973  0.506
H25 -1.416019 2.963609 -0.871606  0.432
H26 0.048487 2.852252 -1.833892  0.365
O7 2.391085 2.847411 -1.268650  -0.310
N5 2.599047 3.042386 -0.119531  0.119
O8 1.563446 2.800465 0.712872  -0.239

Cartesian forces, eV/Å:
Zr 0.1 0.1 0.2
O 0.1 0.1 0.0
C 0.0 0.0 -0.1
C 0.0 0.0 0.1
N 0.0 0.0 0.0
C 0.0 -0.1 0.0
C 0.2 0.0 0.3
O -0.2 0.1 0.0
O 0.0 -0.2 -0.4
C 0.0 0.0 0.0
C 0.1 0.1 -0.1
O 0.0 0.0 0.0
O -0.2 -0.2 0.1
H 0.0 0.0 0.0
H 0.0 0.0 0.0
H 0.0 0.0 0.0
H 0.0 0.0 0.0
H 0.0 0.0 0.0
H 0.0 0.0 0.0
H 0.0 0.0 0.0
H 0.0 0.0 0.0
H 0.0 0.0 0.0
C -0.1 0.0 0.0
C 0.1 0.0 0.1
C 0.1 0.1 0.1
C -0.1 -0.1 -0.2
N -0.4 0.0 0.2
C 0.1 0.0 -0.1
C 0.1 0.0 0.0
C -0.1 0.1 0.0
C 0.0 0.0 0.0
C 0.1 0.1 -0.1
C -0.1 -0.1 0.2
N 0.0 0.0 -0.1
C 0.0 -0.1 -0.1
C 0.0 0.0 0.0
C 0.0 0.0 0.0
C 0.0 0.0 0.0
C 0.0 0.0 0.0
N 0.3 0.0 0.1
H 0.0 0.0 0.0
H 0.0 0.0 0.0
H 0.0 0.0 0.0
H 0.0 0.0 0.0
H 0.0 0.0 0.0
H 0.0 0.0 0.0
H 0.0 0.0 0.0
H 0.0 0.0 0.0
H 0.0 0.0 0.0
H 0.0 0.0 0.0
H 0.0 0.0 0.0
C 0.0 0.0 0.0
O 0.0 0.0 -0.1
C -0.2 0.1 -0.2
C 0.0 0.1 0.1
H 0.0 0.0 0.0
H 0.0 0.0 0.0
H 0.0 0.0 0.0
H 0.0 0.0 0.0
H 0.0 0.0 0.0
H 0.0 0.0 0.0
O 0.0 0.0 0.0
N 0.0 0.1 0.0
O 0.0 -0.1 0.1

Its charge is -1. The HOMO energy comes out at -2.238 eV. The calculation puts the LUMO energy at 0.09880 Ha.

A structure of composition C15H26BrI3NbOS. Source: OMol25; level of theory: ωB97M-V with the def2-TZVPD basis set.

Each line ends with the Mulliken charge.
Geometry (Å):
C1 -7.151111 1.558817 -1.074670  -1.677
C2 -6.105033 0.685757 -0.329882  0.025
I1 -4.769546 0.015330 -1.928160  0.010
C3 -5.202079 1.442497 0.691367  -0.850
I2 -6.184005 3.291219 1.387510  -0.022
Nb1 -4.423608 0.196733 2.429052  -0.155
O1 -4.113328 1.824449 3.535525  -0.676
S1 -4.922459 -1.966238 1.333961  -0.365
Br1 -6.823212 0.034397 3.527354  -0.385
I3 -3.271901 -1.305294 4.578231  -0.332
C4 -2.350051 0.318334 1.570540  1.244
C5 -1.540489 1.419497 1.840775  -0.096
C6 -0.278640 1.547166 1.307813  -0.796
C7 0.272180 0.588293 0.483079  -0.047
C8 -0.509899 -0.520508 0.219320  -0.789
C9 -1.767446 -0.650998 0.755237  -0.127
H1 -7.531954 0.995317 -1.939685  0.465
H2 -6.654903 2.441666 -1.487705  0.468
H3 -8.016939 1.783460 -0.446894  0.430
H4 -6.670096 -0.139785 0.105509  0.452
H5 -4.328054 1.807117 0.140132  0.616
H6 -3.775576 2.579612 3.033637  0.239
H7 -4.310691 -2.053379 0.134786  0.049
H8 -1.857728 2.232960 2.490192  0.211
H9 0.332592 2.415670 1.560027  0.312
H10 1.273190 0.677672 0.067110  0.336
H11 -0.105107 -1.291145 -0.437241  0.325
H12 -2.297259 -1.567035 0.509509  0.129
C10 6.310433 0.787461 -2.516139  -1.190
C11 6.494175 -0.061295 -1.261920  -0.358
C12 6.126176 -1.530122 -1.467983  -0.779
C13 4.661743 -1.784067 -1.831550  -0.837
C14 3.644080 -1.248634 -0.825255  0.042
C15 3.761921 -1.893400 0.552846  -1.242
H13 5.270303 0.801133 -2.845258  0.288
H14 6.606590 1.820443 -2.324909  0.370
H15 6.924092 0.407128 -3.335959  0.294
H16 5.911719 0.365752 -0.441294  0.259
H17 7.542046 -0.006679 -0.952877  0.366
H18 6.378564 -2.087295 -0.561156  0.311
H19 6.757543 -1.947047 -2.259965  0.398
H20 4.515015 -2.862877 -1.946442  0.399
H21 4.449202 -1.348707 -2.812647  0.333
H22 2.639534 -1.439362 -1.212928  0.174
H23 3.733596 -0.162682 -0.729740  0.168
H24 3.623218 -2.974690 0.485572  0.298
H25 2.998209 -1.497385 1.223695  0.389
H26 4.734994 -1.699255 1.007479  0.321

Cartesian forces, eV/Å:
C 0.4 -0.7 -0.7
C -0.8 1.4 -0.2
I -0.2 -0.3 0.3
C 0.0 -0.5 -0.4
I 0.4 -0.3 0.0
Nb -0.2 0.6 2.4
O 0.2 -1.3 -1.7
S -0.1 0.1 -0.2
Br 0.5 -0.1 -0.5
I 0.0 0.2 -0.2
C -0.7 -0.1 0.1
C -0.3 0.5 0.2
C 1.2 0.8 0.1
C -0.2 -0.2 0.0
C 0.9 -0.3 -0.6
C -0.5 -0.6 -0.2
H 0.1 0.0 0.3
H -0.4 0.1 0.3
H 0.3 0.2 0.1
H 0.7 -0.3 -0.1
H -0.3 0.3 0.2
H -0.2 0.2 0.2
H 0.0 0.2 0.3
H -0.1 -0.2 0.0
H -0.2 -0.1 0.0
H -0.2 0.1 0.1
H -0.2 0.0 0.2
H -0.1 0.2 0.1
C 0.0 0.1 0.1
C 0.1 0.0 -0.1
C 0.0 0.0 0.1
C 0.0 0.1 -0.1
C 0.0 -0.2 0.1
C -0.1 0.1 0.0
H 0.0 0.0 0.0
H 0.0 0.0 -0.1
H 0.0 0.0 0.0
H 0.0 0.0 0.0
H 0.0 0.0 0.0
H 0.0 0.0 0.0
H 0.0 0.0 0.0
H 0.0 0.0 0.0
H 0.0 0.0 0.0
H 0.0 0.1 0.0
H 0.0 0.0 0.0
H 0.0 0.0 0.0
H 0.0 -0.1 0.0
H 0.0 0.0 0.0

Its charge is -1. The HOMO energy comes out at -5.324 eV. The calculation puts the energy above the lowest of the compared OMol25 structures with the same formula, charge and spin at 12.3 kcal/mol. The calculation puts the LUMO energy at 0.04621 Ha.

A structure of composition C10H11MnNO5. Source: OMol25; level of theory: ωB97M-V with the def2-TZVPD basis set.

Each line ends with the Mulliken spin population.
Geometry (Å):
O1 0.052944 -2.989499 -2.775550  0.036
C1 0.357996 -1.835266 -2.821781  -0.109
Mn1 0.401669 0.033499 -2.641334  3.135
O2 -2.957526 0.122362 -4.422445  -0.012
C2 -1.832920 0.103742 -4.149458  0.068
C3 1.729342 0.206190 -3.875491  -0.118
O3 2.512710 0.314629 -4.795190  0.070
C4 0.173073 1.884322 -2.580272  -0.119
O4 -0.059694 3.040402 -2.654598  0.035
O5 -0.956641 -0.198349 -1.216648  0.193
C5 -0.575201 -0.398752 -0.011033  -0.063
C6 0.897869 -0.265455 0.287856  0.056
C7 1.152845 0.890982 1.259435  0.016
C8 0.878990 0.559369 2.717810  0.001
C9 -0.582617 0.281162 3.025832  0.130
C10 -1.132968 -0.941807 2.345074  0.059
N1 -1.466872 -0.711463 0.935003  0.508
H1 1.200856 -1.229528 0.767102  -0.009
H2 1.473138 -0.154979 -0.623756  0.027
H3 2.216057 1.183279 1.151850  0.004
H4 0.569004 1.774054 0.954034  -0.002
H5 1.486909 -0.308322 3.014701  -0.002
H6 1.216425 1.412852 3.337964  0.032
H7 -0.697395 0.150633 4.123736  0.024
H8 -1.197530 1.160354 2.760321  -0.012
H9 -0.397564 -1.791012 2.432213  0.083
H10 -2.069711 -1.286695 2.850577  -0.006
H11 -2.393201 -1.006715 0.604038  -0.022

Cartesian forces, eV/Å:
O 2.4 8.2 -0.5
C -2.5 -11.0 0.3
Mn -2.4 -0.4 1.1
O 5.1 -0.1 1.1
C -4.8 0.1 -0.9
C 8.6 1.2 -9.8
O -6.2 -0.9 7.5
C -1.8 10.4 -0.5
O 1.5 -7.4 0.6
O -0.2 -0.6 2.3
C 1.9 1.0 -2.9
C -1.0 -1.4 1.6
C 0.8 1.2 0.1
C 0.0 -0.3 0.2
C 1.3 2.4 1.0
C -2.3 -1.8 -0.7
N -0.4 -1.3 1.7
H 0.2 0.6 -0.4
H 0.2 0.1 -0.4
H -0.5 -0.2 0.0
H 0.1 -0.1 0.1
H 0.0 0.2 0.0
H -0.1 -0.3 -0.2
H -0.1 -0.4 -0.6
H 0.0 -0.4 0.1
H -0.1 0.5 -0.2
H 0.7 0.2 -0.6
H -0.2 0.4 0.1

Its charge is +3. Its expectation value of S² is 6.06. The spin multiplicity is 5. The HOMO energy (alpha / beta) comes out at -22.596 / -22.341 eV. The calculation puts the LUMO energy (alpha / beta) at -0.47234 / -0.61596 Ha.

The ion C3H2BrCl2O3P with charge -2. Source: OMol25; level of theory: ωB97M-V with the def2-TZVPD basis set.

Each line ends with the Mulliken charge.
Geometry (Å):
O1 1.713311 -1.480892 -1.141579  -0.785
P1 0.681986 -1.643100 -0.011533  0.791
O2 1.347505 -1.624656 1.375801  -0.765
O3 -0.360706 -2.705033 -0.263134  -0.758
C1 -0.258246 0.079540 0.064269  0.341
C2 -1.373167 0.439138 0.754428  -0.750
Br1 -2.439965 -0.651077 1.842062  -0.229
C3 0.349802 1.254048 -0.634503  -0.140
Cl1 0.528328 0.992568 -2.349025  -0.167
Cl2 1.829372 1.841985 0.033868  -0.203
H1 -1.767156 1.379846 0.811615  0.425
H2 -0.251063 2.117632 -0.482269  0.239

Cartesian forces, eV/Å:
O -1.0 0.4 0.5
P 2.1 -0.6 0.3
O -0.9 0.2 -0.6
O -0.5 0.4 0.1
C -1.0 -0.5 1.0
C 2.6 -2.3 -1.3
Br -0.3 -0.7 0.3
C -1.0 -0.3 0.3
Cl -0.1 0.1 -1.1
Cl 1.8 0.2 0.8
H -0.7 2.5 -0.1
H -0.9 0.6 -0.4

Its charge is -2. As for the SMILES: O=P([O-])([O-])/C(=C\Br)C(Cl)Cl. The HOMO energy comes out at 0.425 eV. The calculation puts the energy above the lowest of the compared OMol25 structures with the same formula, charge and spin at 0.0 kcal/mol. The calculation puts the LUMO energy at 0.19269 Ha.